Entry w
The following is a quantum chemistry calculation of C5H8O3 in the gas phase, from the OMol25 dataset.

Computed properties:
Multiplicity: 1
LUMO energy: 0.844 eV
HOMO level: -9.4 eV

Geometry (Å):
H (0.118, 2.438, -0.169)
C (1.733, -0.517, 0.241)
C (-0.824, 0.448, 0.141)
O (0.729, -1.430, 0.569)
H (0.342, 1.271, -1.517)
H (-2.613, -0.790, 0.419)
C (-1.902, -0.607, -0.368)
H (2.212, -0.774, -0.719)
O (1.414, 0.814, 0.153)
H (-0.246, 0.113, 1.998)
H (-2.336, -0.657, -1.440)
C (0.190, 1.435, -0.434)
O (-1.055, 0.554, 1.545)
C (-0.263, -0.948, -0.281)
H (0.054, -0.841, -1.331)
H (2.446, -0.510, 1.194)

---

Entry x
The following is a quantum chemistry calculation of 2 unconnected molecules or ions with the total composition C5H8O3, from the OMol25 dataset.

Computed properties:
Multiplicity: 1
LUMO energy: 0.360 eV
HOMO level: -7.7 eV

Geometry (Å):
H (-0.986, -0.435, -1.502)
H (-1.630, 1.231, 1.007)
C (-0.806, -0.194, -0.381)
C (0.493, -0.637, 0.221)
H (-2.681, -0.798, -0.300)
H (1.864, -1.097, -1.592)
H (2.780, -1.577, -0.004)
O (0.578, -0.880, 1.502)
H (0.760, 0.872, -1.054)
H (-0.408, -0.054, 1.957)
C (1.310, 0.688, -0.113)
C (-0.855, 1.256, 0.186)
C (1.906, -0.721, -0.319)
H (-1.161, 1.926, -0.449)
O (0.611, 1.443, 0.672)
O (-1.777, -1.022, 0.169)

---

Entry y
The following is a quantum chemistry calculation of C5H8O3 in the gas phase, from the OMol25 dataset.

Computed properties:
Multiplicity: 1
LUMO energy: 0.822 eV
HOMO level: -9.9 eV

Geometry (Å):
H (0.389, 2.017, -1.638)
H (0.087, -2.018, -1.336)
H (1.606, 0.791, -0.789)
H (0.908, 1.021, 1.420)
H (-1.670, 0.673, 0.010)
H (1.726, -1.280, -1.548)
O (-1.067, 1.960, 1.235)
O (-0.075, -0.006, -1.610)
C (-0.520, -0.907, 1.096)
C (0.589, -1.105, -1.035)
C (-0.025, 1.160, 0.672)
C (-1.183, 0.540, 0.936)
H (-1.283, -1.729, 0.878)
O (0.573, -1.035, 0.409)
H (-0.510, -1.166, 2.116)
C (0.452, 1.085, -0.816)

---

Of them, entry x has the lowest stability.

---

Entry w
The following is a quantum chemistry calculation of 2 unconnected molecules or ions with the total composition C5H8O3, from the OMol25 dataset.

Computed properties:
Multiplicity: 1
LUMO energy: 0.579 eV
HOMO level: -9.4 eV

Geometry (Å):
C (-1.219, 2.146, 0.578)
O (1.326, -1.665, -0.782)
C (-0.212, -4.108, 0.431)
H (1.611, 0.690, -0.771)
C (-0.363, 1.028, 0.053)
O (-0.882, -0.055, -0.233)
H (-0.559, -5.101, 0.429)
C (0.018, -2.924, 0.569)
H (-0.744, 2.587, 1.454)
H (-2.230, 1.816, 0.800)
H (0.746, 2.026, -1.467)
H (-1.272, 2.958, -0.146)
H (1.443, 2.195, 0.142)
H (0.519, -1.187, -1.109)
O (0.882, -1.911, 0.580)
C (0.936, 1.505, -0.527)

---

Entry x
The following is a quantum chemistry calculation of C5H8O3 in the gas phase, from the OMol25 dataset.

Computed properties:
Multiplicity: 1
LUMO energy: 0.901 eV
HOMO level: -9.3 eV

Geometry (Å):
H (-3.013, 0.564, 0.915)
C (0.605, 0.081, -1.039)
H (1.219, -1.501, 0.316)
O (-0.383, -0.587, -1.739)
H (3.251, -0.567, -0.629)
C (0.419, 0.612, 0.380)
H (-0.859, 0.299, 2.254)
C (-2.087, 0.363, 0.404)
H (1.028, 0.921, -1.589)
H (-2.067, 0.613, -0.658)
H (0.862, 1.555, 0.669)
C (1.432, -0.504, 0.004)
O (2.748, -0.066, 0.038)
C (-0.821, 0.212, 1.133)
O (-1.494, -0.904, 0.649)
H (-0.840, -1.092, -1.108)

---

Of them, entry w has the lowest stability.

---

Entry w
The following is a quantum chemistry calculation of 6 unconnected molecules or ions with the total composition C5H24N2O6, from the OMol25 dataset.

Computed properties:
Multiplicity: 1
LUMO energy: 0.545 eV
HOMO level: -8.5 eV

Geometry (Å):
H (-2.466, 2.076, -1.187)
H (0.918, -0.570, -3.047)
H (2.454, 0.267, 2.726)
N (1.292, -1.497, -2.887)
O (-2.148, 0.282, -1.166)
C (0.772, -2.072, -1.647)
O (0.257, 2.122, -2.219)
C (1.994, 0.980, 2.029)
H (1.468, -2.855, -1.349)
H (2.776, 1.712, 2.278)
O (-2.274, 2.876, -1.710)
H (-1.413, -0.907, 2.645)
H (-3.679, -1.176, 1.232)
O (-0.502, 0.734, 2.090)
H (-0.169, -2.602, -1.823)
H (1.752, 1.081, -0.169)
H (-0.352, 0.287, 1.263)
H (-2.850, -2.241, 0.518)
H (0.743, 2.953, -2.195)
H (2.281, -1.305, -2.757)
C (0.625, 1.575, 2.311)
H (-0.651, 2.415, -1.927)
H (-2.693, -0.409, -0.762)
H (3.155, 0.349, 0.271)
H (0.244, -0.204, -0.899)
O (-3.692, -1.775, 0.481)
C (1.566, -0.996, 0.491)
O (-1.649, -1.798, 2.323)
N (0.545, -1.111, -0.582)
H (-1.099, -2.347, 2.889)
H (-1.561, -0.126, -1.804)
H (0.552, 2.452, 1.659)
H (0.591, 1.930, 3.338)
C (2.119, 0.431, 0.623)
H (1.159, -1.402, 1.420)
H (2.320, -1.712, 0.165)
H (-2.384, 2.581, -2.621)

---

Entry x
The following is a quantum chemistry calculation of 6 unconnected molecules or ions with the total composition C5H24N2O6, from the OMol25 dataset.

Computed properties:
Multiplicity: 1
LUMO energy: -0.002 eV
HOMO level: -8.2 eV

Geometry (Å):
H (1.731, -3.139, -0.222)
H (-1.820, 3.303, -1.996)
H (0.691, -2.650, -1.687)
H (-0.339, 3.558, -1.836)
H (1.292, 0.376, -0.121)
H (0.866, 0.849, 3.242)
C (0.236, -0.024, -0.184)
H (-2.351, 0.193, -0.934)
H (1.373, -2.415, 1.609)
H (-1.038, 1.275, 3.381)
C (0.291, -1.521, 0.077)
H (-1.350, -3.917, 0.854)
H (0.911, 2.603, -0.240)
H (-2.107, 0.749, -2.529)
O (1.638, 0.246, 3.350)
N (0.684, -1.697, 1.505)
H (0.510, 2.040, -2.305)
O (-1.062, 0.332, 3.411)
H (3.114, -1.962, -1.048)
H (-1.499, -0.311, 2.957)
H (-0.793, -1.843, -0.104)
C (0.531, 0.963, -2.382)
H (0.483, 0.885, -3.446)
H (-2.551, -3.070, 0.254)
O (-1.067, 3.776, -2.368)
H (0.183, 2.871, 1.209)
O (0.211, 2.441, 0.408)
H (1.015, -0.826, 1.919)
H (1.587, 0.299, 4.317)
H (-0.472, 0.309, 0.550)
C (1.251, -2.390, -0.799)
O (2.316, -1.522, -1.287)
H (-1.709, 1.900, -1.332)
C (-1.701, 0.831, -1.524)
N (-0.364, 0.277, -1.550)
O (-2.251, -3.694, 0.875)
H (1.560, 0.909, -2.024)

---

Entry y
The following is a quantum chemistry calculation of 7 unconnected molecules or ions with the total composition C5H24N2O6, from the OMol25 dataset.

Computed properties:
Multiplicity: 1
LUMO energy: 0.399 eV
HOMO level: -9.4 eV

Geometry (Å):
N (2.634, -0.794, 0.670)
C (0.636, -2.227, 0.112)
H (-0.966, 3.167, 0.820)
O (2.053, 1.499, 2.547)
H (0.482, 0.959, 2.859)
H (1.049, -2.645, -0.822)
H (3.204, -0.867, -0.158)
O (-2.166, -0.514, 1.454)
H (1.467, -0.484, -1.857)
H (0.938, -2.895, 0.943)
N (0.695, 2.237, 0.168)
O (-2.324, -1.009, -1.181)
C (1.414, 1.500, -0.865)
H (1.307, 1.941, -1.885)
C (-0.506, 2.642, 0.009)
C (0.952, 0.036, -0.994)
H (-2.854, 0.043, 1.696)
H (-2.790, 1.356, -3.046)
H (-1.385, -0.217, 1.984)
O (-2.735, 1.474, -2.084)
H (-2.134, -0.796, -0.191)
H (0.656, -0.337, 1.115)
O (-0.383, 0.564, 3.143)
H (-2.546, 0.539, -1.747)
H (1.745, 2.162, 1.867)
O (-0.396, -2.112, -2.691)
C (1.183, -0.800, 0.287)
H (-0.138, 0.023, -1.243)
H (-3.091, -1.621, -1.121)
H (-0.266, 0.128, 3.990)
H (-0.461, -2.223, 0.036)
H (-1.143, 2.477, -0.897)
H (2.491, 1.531, -0.644)
H (-1.012, -1.701, -2.083)
H (2.460, 0.764, 2.044)
H (-0.869, -2.233, -3.487)
H (2.801, -1.564, 1.248)

---

Of them, entry x has the lowest stability.

---

Entry w
The following is a quantum chemistry calculation of 2 unconnected molecules or ions with the total composition C3H12NS, from the OMol25 dataset.

Computed properties:
Multiplicity: 2
LUMO energy (alpha / beta): 0.001 / -0.026 eV
HOMO level (alpha / beta): -2.5 / -8.1 eV

Geometry (Å):
C (1.316, 1.616, 0.203)
H (-1.437, -0.570, 0.952)
H (0.046, -1.581, -0.180)
C (0.256, 2.131, -0.758)
H (-1.462, -2.072, 1.680)
H (-0.769, 2.160, -0.369)
H (1.475, 2.046, 1.186)
H (0.333, 1.667, -1.736)
C (-1.661, -1.624, 0.710)
S (1.636, -0.275, 0.471)
H (2.278, 1.812, -0.307)
H (2.973, -0.042, 0.637)
H (-1.227, -1.752, -1.341)
H (0.483, 3.194, -0.899)
N (-0.852, -2.051, -0.445)
H (-0.640, -3.051, -0.376)
H (-2.749, -1.609, 0.572)

---

Entry x
The following is a quantum chemistry calculation of 2 unconnected molecules or ions with the total composition C3H12NS, from the OMol25 dataset.

Computed properties:
Multiplicity: 2
LUMO energy (alpha / beta): 0.662 / 0.553 eV
HOMO level (alpha / beta): -3.4 / -9.5 eV

Geometry (Å):
H (0.648, -0.895, 3.379)
C (-0.724, 1.544, -1.998)
H (0.875, 0.666, -0.834)
H (-0.792, 2.122, -2.923)
H (-0.363, 0.124, 2.402)
H (-1.219, 0.571, -1.954)
C (0.015, -1.808, 1.532)
H (-1.151, 2.090, -1.145)
C (0.433, -0.626, 2.338)
H (-0.841, -2.267, 1.994)
S (-0.454, -1.298, -0.176)
H (1.291, -0.081, 1.970)
N (0.726, 1.297, -1.655)
H (1.151, 0.920, -2.505)
H (-1.587, -1.976, -0.399)
H (1.195, 2.182, -1.466)
H (0.797, -2.565, 1.440)

---

Of them, entry w has the lowest stability.

---

Entry w
The following is a quantum chemistry calculation of a molecular structure, C2HClN2S, from the OMol25 dataset.

Computed properties:
Multiplicity: 1
LUMO energy: -0.860 eV
HOMO level: -9.6 eV

Geometry (Å):
N (-0.306, 0.646, 0.670)
C (0.654, -0.548, -0.665)
H (1.467, -0.576, -1.315)
N (0.630, 0.737, -0.168)
S (-1.224, -0.800, 0.855)
Cl (-1.014, 2.159, 0.894)
C (-0.206, -1.618, -0.271)

---

Entry x
The following is a quantum chemistry calculation of 2 unconnected molecules or ions with the total composition C2HClN2S, from the OMol25 dataset.

Computed properties:
Multiplicity: 1
LUMO energy: -0.276 eV
HOMO level: -9.2 eV

Geometry (Å):
C (0.134, -0.118, 0.799)
S (0.521, 1.196, -0.226)
C (-0.399, -1.027, 1.388)
H (-0.535, -1.665, 2.161)
Cl (1.910, 2.010, 0.970)
N (-0.562, -0.654, -2.406)
N (-1.069, 0.258, -2.686)

---

Of them, entry w has the lowest stability.